Entry from the Open Molecules 2025 dataset: a cluster of 4 separate species, C24H49F2NO7P3S3Si in total (ωB97M-V/def2-TZVPD).

The geometry in XYZ format:
```
90
Properties=species:S:1:pos:R:3:mulliken_charge:R:1
S -5.9285 0.4707 -2.9062 1.2568
S -1.8543 3.7605 2.7591 1.2682
S 8.1104 1.0810 -0.2191 1.1313
P 3.4869 -4.2399 -1.9930 0.3462
P 1.7363 -4.3262 -0.4926 -0.3071
P 2.7847 -2.8173 0.9432 0.4990
Si -1.2967 -0.4529 -0.3427 -0.5258
F -0.8709 -5.0169 -0.1118 -0.3558
F 0.2715 -5.0510 1.7666 -0.3350
O -5.7580 -0.7470 -2.1589 -0.6407
O 7.5416 2.3824 0.0312 -0.6757
O -1.0361 4.0859 1.6212 -0.6606
O -1.5312 2.6470 3.6105 -0.6714
O 9.4079 0.9760 -0.8435 -0.6828
O 4.3774 -3.2734 0.6256 -0.5159
O -4.8308 1.0877 -3.5985 -0.6685
N 4.6798 -5.3004 -1.9260 -0.7525
C -6.7381 1.6839 -1.8458 -0.6683
C 0.1201 -4.3175 0.5933 0.7022
C -7.3010 0.2606 -4.0415 -0.8012
C 0.4137 0.3123 -0.2577 0.5828
C -2.3873 0.3406 0.9798 -1.0625
C 2.5829 -3.5333 2.6260 -1.2809
C 1.9804 1.9721 0.5679 -0.7089
C -0.4703 -2.9579 0.9446 -0.7271
C -2.0431 5.2405 3.7546 -0.8640
C 2.7077 0.3702 -1.0666 -0.7316
C 8.1210 0.1131 1.3010 -0.7479
C -8.1076 1.9573 -2.4791 -0.6591
C 2.9856 1.4557 -0.2428 -0.3929
C -2.0757 -0.0307 -1.9966 -0.7817
C -8.5236 0.6882 -3.2368 -0.5577
C 7.0627 -1.3134 -0.4196 -0.3315
C 0.7127 1.3980 0.5620 0.0864
C 6.9492 0.0453 -1.1019 -0.2467
C -3.5723 3.6606 2.2265 -0.5830
C -1.3356 -2.3231 -0.1628 -0.5393
C 1.4391 -0.1868 -1.0747 0.0721
C 7.1108 -1.0206 1.0856 -0.7102
C -4.3014 4.8132 2.9279 -0.7211
C -3.2734 5.9277 3.1726 -0.5450
H -3.9512 2.6794 2.5002 0.3900
H 3.3885 -3.1727 3.2698 0.4094
H 6.2206 -1.9558 -0.6773 0.1298
H 2.3561 -5.4433 0.2172 0.1223
H -3.0146 6.4096 2.2275 0.2840
H -8.0306 2.7905 -3.1802 0.3029
H -1.9462 1.0305 -2.2154 0.3665
H -1.1183 -3.1454 1.8085 0.3506
H 5.9594 0.4814 -0.9658 -0.1304
H 4.9232 -2.6624 1.1292 0.1463
H -4.6996 4.4700 3.8847 0.3063
H 7.3885 -1.9049 1.6579 0.4795
H -9.3826 0.8645 -3.8826 0.3477
H 1.1353 -5.2644 -1.4415 0.0625
H -3.6567 6.6933 3.8458 0.3640
H 2.7913 -4.2964 -3.2274 0.0576
H 9.1348 -0.2594 1.4332 0.3489
H 2.5582 -4.6247 2.6510 0.2909
H 0.3097 -2.2729 1.2823 -0.0029
H -0.0326 1.8351 1.2132 0.0564
H -2.3836 -2.5540 0.0536 0.5900
H 7.2152 0.0405 -2.1560 0.4775
H 3.4769 -0.0640 -1.6946 0.3363
H -5.1415 5.1631 2.3295 0.3344
H -1.1109 -2.7598 -1.1369 0.5076
H 1.2551 -1.0332 -1.7293 0.1539
H -3.1138 -0.3786 1.3673 0.4933
H -1.6289 -0.6264 -2.7940 0.4184
H 4.7111 -5.8444 -2.7806 0.1929
H -1.1281 5.8229 3.6818 0.4026
H -8.8392 2.2330 -1.7209 0.3303
H 2.1793 2.8193 1.2129 0.4221
H -2.9343 1.1778 0.5359 0.1033
H -1.8209 0.7182 1.8339 0.3849
H -2.2065 4.9206 4.7832 0.3407
H 7.8586 0.7749 2.1222 0.3845
H -3.1453 -0.2512 -1.9504 -0.1048
H 1.6397 -3.1639 3.0316 0.3478
H -7.3221 -0.7757 -4.3694 0.4002
H -8.7918 -0.0974 -2.5275 0.2883
H 1.1711 -3.1816 -1.2397 -0.3268
H 3.9784 1.8912 -0.2340 0.3941
H -6.8220 1.2356 -0.8578 0.3848
H 3.9203 -2.8778 -2.0153 -0.0673
H -6.1038 2.5653 -1.8011 0.3598
H -7.1214 0.9213 -4.8887 0.3403
H -3.5724 3.7675 1.1436 0.3452
H 7.9787 -1.8159 -0.7365 0.3106
H 6.1223 -0.7013 1.4260 0.2798
```

Frontier orbital gap = 4.872 eV
Total charge = -1
Molar mass = 718.86 g/mol
Energy = -115188.5144 eV
Multiplicity = 1
HOMO energy = -0.1231 Eh

Entry from the Open Molecules 2025 dataset: a cluster of 10 separate species, H21O10 in total at a distorted geometry (ωB97M-V/def2-TZVPD).

The geometry in XYZ format:
```
31
Properties=species:S:1:pos:R:3:mulliken_charge:R:1
O 0.4291 0.9130 -0.3319 -0.5339
O -0.3903 2.1729 2.2932 -0.5912
O 0.0047 -2.3048 1.9542 -0.4312
O -0.0938 -2.6404 -1.4798 -0.5034
O 3.1963 1.0182 -1.3166 -0.4520
O -3.1665 0.6091 1.2467 -0.5647
O -1.6563 2.2104 0.0620 -0.5541
O 2.4133 0.5010 1.5570 -0.5773
O -2.2930 -0.2239 -1.0407 -0.5975
O 1.8339 -1.2723 -3.0283 -0.6555
H 0.4071 2.2385 2.8429 0.3079
H 1.9109 -0.9072 -2.1499 0.3677
H -0.7269 -2.5436 1.3178 0.3512
H -3.9749 0.3899 0.7573 0.3299
H 3.6888 1.7164 -0.8434 0.3316
H -3.4051 0.5386 2.2161 0.3177
H -2.1987 1.5355 0.7266 0.4773
H -0.6606 1.6618 -0.0268 0.5365
H 1.6355 -2.1924 -3.2201 0.3219
H -3.0067 -0.1507 -1.7083 0.3130
H -2.1781 -1.1919 -1.0631 0.2431
H 0.0293 -3.1622 2.4186 0.3699
H 0.8889 0.8430 0.5217 0.3056
H -2.0419 1.6879 -0.6735 0.5188
H 3.9057 0.3576 -1.3787 0.3640
H -0.1292 -3.5822 -1.6459 0.3233
H 0.2116 -2.0360 -2.1765 0.3820
H 0.9022 0.9148 -1.1702 0.2515
H 1.9868 -0.2952 1.1697 0.3063
H -0.5112 3.0649 1.9135 0.3681
H 2.9894 0.1294 2.2562 0.3738
```

Relative energy (zero: lowest compared OMol25 entry of this formula, charge and spin) = 158.46 kJ/mol
Frontier orbital gap (spin up / spin down) = 12.185 / 3.018 eV
Total charge = +2
Molar mass = 181.16 g/mol
Energy = -20794.4333 eV
Multiplicity = 2
HOMO energy (spin up / spin down) = -0.6755 / -0.6460 Eh

Entry from the Open Molecules 2025 dataset: an isolated molecule of C15H13ClO3 (ωB97M-V/def2-TZVPD).

The geometry in XYZ format:
```
32
Properties=species:S:1:pos:R:3:mulliken_charge:R:1
Cl 0.1612 -1.6768 2.3670 -0.2433
O 2.2518 -3.8590 -3.6419 -0.5672
O -0.0967 0.8777 0.3414 -0.3519
O 1.6580 -5.1574 -1.9296 -0.4512
C -3.3086 4.5217 1.0524 -0.4442
C -1.9658 3.0597 2.3994 -0.5270
C 2.3355 -4.1441 -2.4795 0.6871
C 1.6625 -2.3941 0.3008 -0.7088
C -2.7284 4.2075 2.2690 -0.5428
C -1.7854 2.2116 1.3162 0.3753
C -3.1266 3.6819 -0.0336 -0.4834
C 2.1033 -1.1280 -1.6686 -0.6058
C 1.2922 -0.1273 -1.1894 -0.4609
C 0.8505 -1.3793 0.7925 0.6781
C -0.9754 0.9483 1.4530 -0.5894
C 2.3025 -2.2831 -0.9197 0.4165
C 3.1604 -3.4034 -1.4499 -1.0378
C 0.6410 -0.2160 0.0501 0.2737
C -2.3725 2.5303 0.0985 -0.4157
H -3.5764 3.9236 -0.9854 0.3753
H 2.5785 -1.0238 -2.6315 0.3903
H 1.7928 -3.2821 0.9005 0.3722
H -3.9000 5.4196 0.9502 0.3693
H 3.4365 -4.0886 -0.6506 0.3994
H 1.1287 0.7748 -1.7575 0.4148
H -2.2264 1.8739 -0.7460 0.3558
H -1.5101 2.8206 3.3496 0.3260
H 4.0485 -3.0010 -1.9364 0.3625
H -0.4117 0.9640 2.3926 0.4821
H -2.8650 4.8604 3.1185 0.3878
H -1.6519 0.0830 1.4580 0.4183
H 1.0973 -5.5943 -2.5902 0.3449
```

Frontier orbital gap = 9.270 eV
Molar mass = 276.72 g/mol
Energy = -34431.1251 eV
Multiplicity = 1
HOMO energy = -0.3162 Eh
Structure (SMILES) = O=C(O)Cc1ccc(OCc2ccccc2)c(Cl)c1

Entry from the Open Molecules 2025 dataset: a structure of composition C22H25MnN4O2S (ωB97M-V/def2-TZVPD).

The geometry in XYZ format:
```
55
Properties=species:S:1:pos:R:3:mulliken_charge:R:1
Mn 1.0411 -0.6702 1.0048 1.0379
S 1.0061 -3.0078 0.9802 -0.4973
O -0.7421 -0.4696 0.9962 -0.4283
O 3.0446 -0.5868 1.1000 -0.1472
N 1.2196 1.2263 1.0459 -0.1089
N 0.7251 -3.0640 -1.6720 -0.1281
N 0.3093 2.1352 1.0519 -0.2541
N -1.2206 -3.3956 -0.4078 -0.0384
C -3.7353 1.4811 1.1900 -0.7645
C -3.0476 -4.5618 -1.6354 -1.1909
C -1.8757 3.0561 1.1104 0.8376
C -4.1590 3.9020 1.2007 -0.8671
C 2.5719 1.7146 1.0820 -0.4128
C -1.5285 0.5790 1.0710 1.3285
C 2.9121 3.0554 1.0907 -0.0177
C 5.2274 2.4423 1.1770 -0.7252
C 3.5572 0.7508 1.1224 1.8965
C 4.2462 3.4184 1.1362 -1.0090
C -1.4126 4.3690 1.1192 -0.2514
C -2.3070 5.4172 1.1642 -0.7976
C 4.8889 1.0942 1.1714 -1.1145
C 0.0672 -3.1520 -0.5190 0.7979
C 0.3752 -3.6106 -3.0063 -0.5365
C 3.9717 -1.7175 1.2310 -0.6532
C -2.9033 0.3901 1.1581 -0.9440
C -3.6873 5.1890 1.2042 -0.6235
C -2.3205 -3.2492 -1.3886 -0.2424
C -3.2618 2.8193 1.1561 0.5176
C 0.1845 -2.5269 -4.0550 -1.0339
C -0.9835 1.9039 1.0694 -0.2846
H -0.6029 -1.8234 -3.7745 0.2690
H -2.3814 -5.3169 -2.0579 0.2863
H 1.1075 -1.9645 -4.2118 0.3573
H -0.0874 -2.9873 -5.0059 0.3510
H -1.5163 -3.5702 0.5404 0.3307
H 1.7029 -2.8670 -1.5518 0.2242
H -4.3772 6.0212 1.2418 0.4204
H -3.4623 -4.9589 -0.7059 0.3746
H -3.0048 -2.5083 -0.9749 0.3187
H -1.9281 -2.8283 -2.3049 0.0842
H 1.1966 -4.2679 -3.2899 0.4108
H -0.5025 -4.2378 -2.9115 0.1616
H 6.2730 2.7167 1.2156 0.4342
H 4.9866 -1.3576 1.2538 0.2956
H 4.5202 4.4653 1.1417 0.4274
H 5.6835 0.3654 1.2096 0.2746
H -4.8063 1.3209 1.2493 0.4246
H -5.2229 3.7016 1.2359 0.4313
H -1.9346 6.4340 1.1696 0.4423
H -3.2929 -0.6179 1.2201 0.5018
H 2.1274 3.7973 1.0660 0.4564
H 3.7469 -2.2419 2.1513 0.3283
H 3.8351 -2.3711 0.3817 0.2416
H -3.8739 -4.4004 -2.3283 0.3822
H -0.3494 4.5655 1.0917 0.4259
```

Relative energy (zero: lowest compared OMol25 entry of this formula, charge and spin) = 5.48 kJ/mol
Frontier orbital gap (spin up / spin down) = 6.074 / 5.980 eV
Total charge = +2
Molar mass = 464.47 g/mol
Energy = -75416.4341 eV
Multiplicity = 5
HOMO energy (spin up / spin down) = -0.5048 / -0.5093 Eh

Entry from the Open Molecules 2025 dataset: a structure of composition C3H13N4 (ωB97M-V/def2-TZVPD).

The geometry in XYZ format:
```
20
Properties=species:S:1:pos:R:3:mulliken_charge:R:1
N 0.5572 0.7752 -1.2463 -0.4486
N 1.1165 2.9000 -2.0464 -0.3237
N 0.2445 -1.6992 2.8811 -0.5929
N -1.1427 -1.0342 -0.5255 -0.4762
C -0.2770 -0.8907 1.7925 -0.4107
C -0.6219 -1.8126 0.6343 -0.6879
C 0.2617 1.9470 -1.6979 0.2016
H -1.1571 -0.2905 2.0567 0.2943
H 2.1127 2.7897 -1.9529 0.2195
H -0.4867 -2.2865 3.2633 0.2238
H 0.4966 -0.1881 1.4781 0.3457
H 0.2678 -2.3410 0.3056 0.2840
H -1.3156 -1.6628 -1.3038 0.3075
H -1.3685 -2.5428 0.9557 0.4266
H 1.5523 0.5893 -1.1548 0.1565
H 0.7853 3.7928 -2.3719 0.2414
H 0.5599 -1.1101 3.6436 0.2439
H -0.2806 -0.1097 -0.8856 0.3827
H -2.0397 -0.6197 -0.2890 0.3237
H -0.7840 2.1992 -1.8301 0.2886
```

Relative energy (zero: lowest compared OMol25 entry of this formula, charge and spin) = 91.12 kJ/mol
Frontier orbital gap = 10.062 eV
Total charge = +1
Molar mass = 105.16 g/mol
Energy = -9276.6000 eV
Multiplicity = 1
HOMO energy = -0.4665 Eh

Entry from the Open Molecules 2025 dataset: a cluster of 2 separate species, C3H3ClO in total at a distorted geometry (ωB97M-V/def2-TZVPD).

The geometry in XYZ format:
```
8
Properties=species:S:1:pos:R:3:mulliken_charge:R:1
Cl -2.8986 0.4110 0.0861 -0.0087
O 0.4069 -1.1590 0.0067 -0.1171
C -0.7604 -1.2521 -0.4602 0.0381
C -1.5350 0.6669 -0.8169 -0.1791
C 1.0906 0.0323 0.2527 -0.4983
H 0.4359 0.9385 -0.0955 0.2584
H 2.0198 0.2981 -0.3327 0.2466
H 1.2408 0.0644 1.3599 0.2601
```

Relative energy (zero: lowest compared OMol25 entry of this formula, charge and spin) = 686.77 kJ/mol
Frontier orbital gap (spin up / spin down) = 6.963 / 6.971 eV
Molar mass = 90.51 g/mol
Energy = -17721.3302 eV
Multiplicity = 1
HOMO energy (spin up / spin down) = -0.2796 / -0.2796 Eh